## i
The molecule C2H4N2O2, computed with the ωB97M-V functional and the def2-TZVPD basis.

Atoms and positions in Å:
1 O -1.205 2.104 0.036
2 O -0.123 -1.800 0.441
3 N 1.660 -1.152 -0.736
4 N -0.977 0.901 0.585
5 C 0.455 -0.917 -0.055
6 C 0.004 0.551 -0.109
7 H -1.868 2.491 0.650
8 H 0.397 1.295 -0.940
9 H 2.298 -0.323 -0.989
10 H 2.261 -1.945 -0.497

SMILES string   NC(=O)/C=N/O
Charge   0

## ii
The molecule C2H4N2O2, computed with the ωB97M-V functional and the def2-TZVPD basis.

Atoms and positions in Å:
1 O -0.821 1.556 0.039
2 O 2.291 -0.483 1.589
3 N -1.274 -0.253 -1.270
4 N 0.471 -0.324 0.264
5 C 1.365 0.183 1.188
6 C -0.580 0.415 -0.298
7 H -2.121 0.194 -1.588
8 H -1.217 -1.253 -1.376
9 H 0.736 -1.248 -0.049
10 H 1.150 1.214 1.500

SMILES string   NC(=O)NC=O
Charge   0

## iii
A cluster of 2 separate species, C2H4N2O2 in total, computed with the ωB97M-V functional and the def2-TZVPD basis.

Atoms and positions in Å:
1 O -1.253 -2.170 1.890
2 O 1.330 -0.731 0.862
3 N 0.465 0.597 -0.788
4 N -0.888 0.007 -0.763
5 C -1.166 -1.047 1.757
6 C 1.368 0.258 0.167
7 H -1.060 -0.193 -1.738
8 H 0.579 1.522 -1.195
9 H -1.536 0.731 -0.441
10 H 2.160 1.026 0.248

Charge   0

Energy ordering: ii at the bottom, the next structure 0.0884 hartree above.

## i
The molecule C2H4N2O2, computed with the ωB97M-V functional and the def2-TZVPD basis.

Atoms and positions in Å:
1 O 1.783 0.687 0.055
2 O 0.989 -1.308 -0.228
3 N -1.542 -0.785 0.251
4 N -1.213 1.330 -0.208
5 C -0.702 0.158 0.027
6 C 0.690 -0.218 0.107
7 H 1.530 1.531 0.784
8 H -1.504 -1.803 -0.147
9 H -0.473 2.155 -0.338
10 H -2.367 -0.377 -0.024

SMILES string   [H]/N=C(/N)C(=O)O
Charge   0

## ii
The molecule C2H4N2O2, computed with the ωB97M-V functional and the def2-TZVPD basis.

Atoms and positions in Å:
1 O -2.215 -0.042 -0.331
2 O -0.129 -1.563 -0.358
3 N 2.399 -0.007 -0.035
4 N -1.003 0.571 0.094
5 C 1.239 0.394 0.331
6 C -0.030 -0.304 0.031
7 H 0.608 1.445 0.531
8 H -1.077 -1.743 -0.481
9 H -2.899 0.550 0.029
10 H 3.107 0.699 0.189

SMILES string   [H]/N=C/C(O)=N/O
Charge   0

## iii
A structure of composition C2H4N2O2, computed with the ωB97M-V functional and the def2-TZVPD basis.

Atoms and positions in Å:
1 O 0.839 0.778 1.443
2 O 0.117 -2.428 -0.852
3 N -0.047 -0.443 -0.280
4 N -0.462 1.805 -0.131
5 C 0.158 0.734 0.436
6 C 0.421 -1.616 0.080
7 H -0.452 2.654 0.404
8 H 0.956 -1.873 0.996
9 H -0.363 -1.307 -1.253
10 H -1.167 1.696 -0.841

Charge   0

## iv
The molecule C2H4N2O2, computed with the ωB97M-V functional and the def2-TZVPD basis.

Atoms and positions in Å:
1 O -3.609 0.082 -0.708
2 O -3.608 0.460 0.669
3 N -1.400 -0.339 0.414
4 N -0.657 0.113 -0.500
5 C 0.750 0.127 -0.295
6 C -2.782 -0.501 0.160
7 H 1.083 -0.713 0.186
8 H -2.992 -1.505 0.533
9 H 1.127 0.909 0.270
10 H 1.189 0.211 -1.203

SMILES string   C/N=N/C1OO1
Charge   0

Energy ordering: iii at the bottom, the next structure 0.0317 hartree above.

## i
The molecule C2H4N2O2, computed with the ωB97M-V functional and the def2-TZVPD basis.

Atoms and positions in Å:
1 O -0.146 -0.259 0.874
2 O 1.991 1.584 -1.170
3 N 0.403 -1.284 -0.071
4 N 1.470 -0.658 -0.652
5 C 1.621 0.546 -0.802
6 C -1.307 0.390 0.406
7 H -1.745 0.878 1.280
8 H -1.032 1.131 -0.353
9 H 0.786 -2.035 0.513
10 H -2.041 -0.294 -0.024

SMILES string   CONN=C=O
Charge   0

## ii
The molecule C2H4N2O2, computed with the ωB97M-V functional and the def2-TZVPD basis.

Atoms and positions in Å:
1 O -1.986 0.657 2.427
2 O -3.019 0.676 0.510
3 N -1.066 -0.384 0.719
4 N -2.083 0.465 1.192
5 C -0.341 -0.154 -0.794
6 C 0.271 -0.027 0.592
7 H -0.891 0.639 -1.367
8 H -0.180 -1.109 -1.220
9 H 0.851 -0.925 0.798
10 H 0.633 0.988 1.045

SMILES string   O=[N+]([O-])N1CC1
Charge   0

Energy ordering: i at the bottom, the next structure 0.0866 hartree above.

## i
The molecule C3H4OS, computed with the ωB97M-V functional and the def2-TZVPD basis.

Atoms and positions in Å:
1 S 1.703 -1.720 1.435
2 O 0.519 0.100 -1.645
3 C -1.404 0.360 -0.063
4 C 0.214 0.010 -0.505
5 C 1.601 -0.430 0.475
6 H -1.616 0.038 0.881
7 H -2.240 0.063 -0.710
8 H -1.350 1.441 0.033
9 H 2.572 0.139 0.098

SMILES string   CC(=O)C=S
Charge   0

## ii
The molecule C3H4OS, computed with the ωB97M-V functional and the def2-TZVPD basis.

Atoms and positions in Å:
1 S -0.964 -0.634 -0.599
2 O -1.917 -1.012 0.594
3 C -0.198 2.157 0.120
4 C 0.760 -1.138 -0.206
5 C -0.539 1.069 -0.266
6 H 1.098 -2.010 -0.729
7 H -0.245 2.982 0.665
8 H 0.707 -1.257 0.954
9 H 1.297 -0.158 -0.533

Charge   0

Energy ordering: i at the bottom, the next structure 0.0602 hartree above.